Entry from the Open Molecules 2025 dataset: C31H53N7O2ReSi2 as an isolated structure at a distorted geometry (the ωB97M-V functional and the def2-TZVPD basis).

Its maximum force is 1.0 eV Å⁻¹. The calculation puts the HOMO energy (spin up / spin down) at -13.0 / -13.0 eV.

ORCA input file:
```
! RIJCOSX wB97M-V def2-TZVPD def2/J DEFGRID3
* xyz 2 4
Re -0.616 0.010 -0.500
C -3.093 0.519 1.226
N -2.201 1.426 1.931
C -2.799 2.725 2.225
C -0.923 1.151 2.240
N -0.221 0.259 1.503
C 0.845 -0.475 2.110
C 0.639 -1.032 3.352
C 1.648 -1.721 4.033
C 2.873 -1.869 3.453
C 3.116 -1.373 2.153
C 4.377 -1.597 1.560
C 4.615 -1.208 0.275
C 3.608 -0.563 -0.447
C 2.386 -0.249 0.112
N 1.416 0.392 -0.715
C 1.818 1.316 -1.623
N 2.777 2.219 -1.360
C 3.764 2.590 -2.369
C 3.078 2.681 -0.013
N 1.222 1.377 -2.827
C 0.688 0.186 -3.493
C 1.082 2.649 -3.531
C 2.092 -0.674 1.442
N -0.385 1.819 3.277
C 0.997 2.271 3.300
C -1.102 1.996 4.534
H -3.923 0.229 1.875
H -2.588 -0.403 0.920
H -3.516 1.011 0.348
H -3.294 3.091 1.323
H -2.034 3.441 2.505
H -3.548 2.658 3.015
H -0.328 -0.923 3.825
H 1.440 -2.133 5.011
H 3.671 -2.384 3.971
H 5.141 -2.105 2.135
H 5.562 -1.413 -0.207
H 3.789 -0.312 -1.484
H 3.644 1.997 -3.272
H 4.757 2.392 -1.961
H 3.700 3.649 -2.623
H 2.164 2.720 0.569
H 3.470 3.695 -0.089
H 3.821 2.056 0.488
H 1.480 -0.530 -3.713
H 0.231 0.490 -4.430
H -0.077 -0.327 -2.906
H 1.797 2.756 -4.348
H 1.216 3.473 -2.834
H 0.078 2.705 -3.953
H 1.395 2.295 2.292
H 1.629 1.641 3.930
H 1.012 3.287 3.697
H -2.056 1.474 4.518
H -1.268 3.050 4.758
H -0.493 1.570 5.335
C -1.944 -2.539 2.026
Si -2.490 -2.895 0.249
C -4.222 -2.260 -0.172
C -2.628 -4.769 0.199
C -1.314 -1.929 -0.977
Si -0.312 -3.182 -2.112
C -0.318 -5.042 -1.835
C -1.072 -2.906 -3.822
C 1.533 -2.770 -2.051
H -2.366 -3.301 2.685
H -2.265 -1.567 2.406
H -0.859 -2.601 2.104
H -4.929 -2.557 0.606
H -4.557 -2.719 -1.105
H -4.287 -1.176 -0.296
H -3.402 -5.049 0.917
H -1.709 -5.271 0.501
H -2.934 -5.158 -0.772
H -2.063 -1.559 -1.710
H -1.269 -5.521 -2.065
H -0.024 -5.327 -0.825
H 0.427 -5.457 -2.518
H -2.042 -3.404 -3.884
H -0.430 -3.346 -4.588
H -1.225 -1.853 -4.070
H 2.009 -3.296 -1.220
H 1.741 -1.714 -1.942
H 2.005 -3.122 -2.972
O -2.096 1.082 -2.111
C -1.787 2.192 -1.624
C -2.305 3.566 -1.945
C -1.510 4.451 -0.974
C -0.642 3.479 -0.178
O 0.116 3.743 0.726
N -0.872 2.202 -0.652
H -3.383 3.607 -1.785
H -2.141 3.804 -2.996
H -2.141 5.016 -0.288
H -0.865 5.176 -1.470
*
```

natural (NBO) atomic charge list, values in e, 2 entries: Re 1.74; C -0.44

***

Entry from the Open Molecules 2025 dataset: C31H54AlBCl4F2N5NaO11 as an isolated structure at a distorted geometry (the ωB97M-V functional and the def2-TZVPD basis).

Its maximum force is 9.5 eV Å⁻¹. The calculation puts the HOMO energy at -9.9 eV.

ORCA input file:
```
! RIJCOSX wB97M-V def2-TZVPD def2/J DEFGRID3
* xyz 2 1
C 3.640 5.378 0.205
C 4.901 4.416 -0.257
C 4.405 3.427 -1.489
C 4.769 1.859 -1.109
C 3.825 0.805 -1.941
C 3.542 -0.471 -0.898
C 2.946 -1.796 -1.656
C 1.274 -1.846 -1.694
B 0.829 -2.481 -0.226
N 0.905 -1.762 1.108
O 0.355 -3.895 -0.210
N 0.819 -0.426 -1.925
C -0.581 -0.327 -2.497
N -1.376 0.819 -2.354
C -0.901 2.091 -1.653
C -1.074 3.459 -2.567
C -1.762 4.721 -1.712
F -1.311 4.777 -0.297
C -2.819 0.891 -2.899
C -3.868 1.645 -1.893
C -5.396 1.205 -2.411
C -6.134 0.149 -1.390
O -7.478 0.602 -0.943
C -7.371 1.579 0.152
O -6.648 1.438 1.273
N -1.066 -1.583 -3.252
C 0.243 -2.129 -3.861
O 0.936 -2.804 -2.754
H 3.906 6.130 1.064
H 3.308 6.041 -0.729
H 2.738 4.668 0.506
H 5.706 5.144 -0.740
H 5.378 3.828 0.648
H 5.007 3.722 -2.460
H 3.243 3.589 -1.707
H 5.894 1.580 -1.374
H 4.530 1.679 0.045
H 4.279 0.427 -2.951
H 2.790 1.352 -2.150
H 2.863 -0.166 0.005
H 4.629 -0.774 -0.508
H 3.395 -2.808 -1.217
H 3.305 -1.763 -2.782
H 1.920 -1.585 1.376
H 0.420 -0.838 1.085
H 1.137 -4.529 -0.383
H 0.795 -0.002 -0.948
H 0.246 2.066 -1.355
H -1.472 2.243 -0.615
H -1.603 3.290 -3.597
H 0.021 3.855 -2.832
H -1.316 5.700 -2.230
H -2.922 4.790 -1.852
H -3.273 -0.157 -3.147
H -2.755 1.472 -3.938
H -3.833 2.818 -2.025
H -3.722 1.402 -0.753
H -5.299 0.735 -3.491
H -6.093 2.165 -2.541
H -5.404 -0.042 -0.490
H -6.268 -0.910 -1.923
H -8.022 2.576 0.082
H -1.627 -1.322 -4.091
H -0.073 -2.963 -4.637
H 0.869 -1.308 -4.413
C -5.029 -0.861 4.146
C -5.979 -1.694 3.293
O -7.266 -1.070 3.277
O -5.552 -0.734 5.466
H -4.041 -1.325 4.204
H -4.927 0.149 3.737
H -6.109 -2.690 3.724
H -5.616 -1.792 2.265
H -7.184 -0.250 2.760
H -6.519 -0.640 5.364
C 0.411 -9.153 1.687
C 0.943 -10.165 0.979
C 2.041 -9.720 0.019
O 2.714 -10.489 -0.675
C 2.324 -8.265 -0.102
C 1.782 -7.252 0.597
C 0.760 -7.709 1.634
O 0.195 -6.956 2.434
O 2.024 -6.010 0.494
O 0.644 -11.398 1.028
H -0.371 -9.373 2.405
H 3.068 -8.039 -0.856
Na 4.378 -4.024 -1.379
C 0.178 -0.220 -7.444
Cl 0.671 0.852 -6.109
Cl 1.210 -1.672 -7.452
Cl -1.523 -0.702 -7.222
Cl 0.353 0.642 -8.993
F -4.022 -0.536 -7.847
O -2.014 -6.174 4.050
H -1.299 -6.245 3.399
H -1.554 -6.174 4.903
Al 5.278 6.863 2.213
C 3.108 3.739 6.829
C 3.568 5.031 7.497
C 3.376 6.262 6.609
C 4.187 6.105 5.333
N 4.860 5.976 4.274
H 3.689 3.522 5.928
H 3.238 2.893 7.511
H 2.049 3.796 6.552
H 4.625 4.932 7.772
H 3.006 5.170 8.428
H 3.707 7.162 7.137
H 2.319 6.389 6.351
*
```

Löwdin atomic charge list, values in e, 2 entries: C -0.19; C -0.27

***

Entry from the Open Molecules 2025 dataset: a 4-piece molecular cluster, C31H54I2N2O18P2S overall at a distorted geometry (the ωB97M-V functional and the def2-TZVPD basis).

As for the energy above the lowest of the compared OMol25 structures with the same formula, charge and spin: 0.00 kJ/mol. The SMILES is C#CCCC[C@@]1(C[C@H](C)I)OS(=O)(=O)[C@H](P(=N)(O)O)[C@@](CC(=O)I)(N(C(C)=O)C(C)=O)[C@@H]1P(C)O.CCOC(=O)OC.CCOC(=O)OC.CCOC(=O)OC. Its maximum force is 1.1 eV Å⁻¹. The calculation puts the HOMO energy at -8.7 eV.

ORCA input file:
```
! RIJCOSX wB97M-V def2-TZVPD def2/J DEFGRID3
* xyz 0 1
C -3.264 -2.409 -3.259
C -2.131 -2.258 -3.634
C -0.756 -2.094 -4.110
C 0.194 -3.253 -3.741
C 1.090 -3.238 -2.481
C 1.026 -2.107 -1.453
C 1.310 -0.670 -1.965
C 2.318 -0.218 -3.061
C 1.620 0.415 -4.274
I 3.801 -1.532 -3.894
O -0.398 -1.988 -1.107
S -1.207 -3.060 -0.297
O -1.541 -4.154 -1.155
O -2.255 -2.415 0.412
C 0.012 -3.660 0.871
P -0.945 -4.499 2.235
N -1.732 -3.673 3.254
O 0.098 -5.553 2.860
O -1.942 -5.457 1.416
C 1.218 -2.673 1.164
C 0.787 -1.361 1.865
C 0.154 -0.196 1.119
O -0.906 -0.105 0.639
I 1.345 1.671 1.173
N 2.128 -3.334 2.146
C 3.135 -4.287 1.848
C 2.854 -5.484 0.982
O 4.217 -4.192 2.363
C 2.028 -3.030 3.571
C 3.142 -2.320 4.285
O 1.019 -3.296 4.139
C 1.943 -2.501 -0.222
P 3.611 -1.652 -0.390
C 4.151 -1.000 1.222
O 4.531 -3.019 -0.498
H -4.163 -2.488 -2.702
H -0.813 -2.052 -5.199
H -0.429 -1.114 -3.790
H -0.425 -4.147 -3.699
H 0.848 -3.415 -4.598
H 2.125 -3.416 -2.759
H 0.849 -4.143 -1.916
H 0.355 -0.238 -2.250
H 1.560 -0.099 -1.070
H 2.916 0.571 -2.619
H 1.320 -0.327 -5.009
H 2.311 1.090 -4.776
H 0.762 1.008 -3.956
H 0.469 -4.467 0.300
H -1.652 -2.678 3.098
H 0.116 -6.398 2.400
H -1.532 -6.224 1.002
H 1.652 -0.927 2.353
H 0.080 -1.574 2.669
H 1.802 -5.701 0.841
H 3.346 -6.324 1.464
H 3.322 -5.340 0.009
H 3.069 -2.573 5.339
H 2.959 -1.249 4.183
H 4.126 -2.578 3.925
H 2.253 -3.512 -0.489
H 4.269 -1.790 1.952
H 3.557 -0.167 1.577
H 5.147 -0.604 1.016
H 5.404 -2.784 -0.830
C 1.433 3.532 6.101
C 2.200 2.229 6.090
O 3.509 2.383 5.516
C 4.427 2.913 6.323
O 4.263 3.239 7.469
O 5.567 3.017 5.639
C 6.640 3.621 6.369
H 1.399 3.960 5.099
H 0.413 3.364 6.446
H 1.906 4.256 6.763
H 1.699 1.500 5.454
H 2.282 1.805 7.090
H 6.791 3.119 7.322
H 6.435 4.676 6.537
H 7.522 3.511 5.747
C -3.280 3.674 -3.777
C -2.281 2.554 -3.602
O -2.184 1.725 -4.773
C -1.436 2.213 -5.758
O -0.818 3.247 -5.743
O -1.472 1.348 -6.773
C -0.744 1.764 -7.931
H -4.250 3.275 -4.078
H -3.403 4.220 -2.841
H -2.955 4.375 -4.545
H -2.600 1.880 -2.809
H -1.293 2.934 -3.342
H 0.279 2.030 -7.673
H -1.236 2.612 -8.404
H -0.747 0.914 -8.607
C -6.884 7.161 1.032
C -7.695 6.756 -0.180
O -7.010 5.777 -0.978
C -7.070 4.527 -0.520
O -7.656 4.158 0.465
O -6.370 3.751 -1.346
C -6.293 2.377 -0.948
H -5.892 7.497 0.729
H -7.382 7.972 1.562
H -6.765 6.323 1.717
H -7.842 7.604 -0.846
H -8.675 6.375 0.105
H -7.284 1.971 -0.764
H -5.680 2.276 -0.054
H -5.825 1.853 -1.776
*
```

Löwdin atomic charge list, values in e, 2 entries: C 0.11; C -0.14

***

Entry from the Open Molecules 2025 dataset: a 3-piece molecular cluster, C31H54IN6O5S3 overall at a distorted geometry (the ωB97M-V functional and the def2-TZVPD basis).

Its maximum force is 9.3 eV Å⁻¹. The calculation puts the HOMO energy at -10.2 eV.

ORCA input file:
```
! RIJCOSX wB97M-V def2-TZVPD def2/J DEFGRID3
* xyz 1 1
C 3.345 -2.397 5.236
C 3.514 -0.807 5.611
S 2.015 -0.169 6.608
C 0.619 0.322 5.418
O 1.204 1.319 4.463
C 0.729 1.016 3.074
O -0.437 1.531 2.659
C 1.674 0.013 2.185
C 1.414 -1.613 2.307
C 2.367 -2.671 1.432
C 1.965 -4.270 1.645
C 0.310 -4.484 1.539
O -0.168 -5.567 2.206
N -0.617 -3.601 0.733
C -2.037 -3.982 1.153
C -0.575 -3.918 -0.754
N 3.508 -2.197 0.508
C 4.348 -3.227 -0.219
I 6.465 -2.630 -0.500
C 3.592 -3.601 -1.661
C 4.023 -5.169 -1.985
C 3.750 -0.688 0.348
C 2.874 0.475 1.162
C 3.222 2.076 0.966
C 1.943 2.976 0.454
C 1.279 2.440 -0.947
S -0.046 1.136 -0.652
C -1.717 2.018 -0.552
S -2.157 3.352 -1.565
N -2.728 1.483 0.470
C -2.953 0.019 0.860
C -4.150 -0.195 1.973
N -4.542 1.252 2.207
C -3.717 2.224 1.345
H 3.583 -3.047 6.191
H 4.177 -2.641 4.428
H 2.258 -2.598 4.829
H 4.478 -0.686 6.293
H 3.675 -0.124 4.672
H 0.285 -0.674 4.889
H -0.333 0.748 5.968
H 0.540 -1.989 3.012
H 2.419 -4.981 0.833
H 2.243 -4.561 2.754
H -2.216 -3.904 2.308
H -2.760 -3.236 0.571
H -2.245 -5.061 0.708
H 0.283 -3.287 -1.269
H -0.470 -5.082 -0.944
H -1.594 -3.600 -1.268
H 4.423 -4.273 0.351
H 3.892 -2.843 -2.500
H 2.438 -3.581 -1.409
H 3.816 -5.864 -1.037
H 5.194 -5.232 -2.194
H 3.381 -5.602 -2.868
H 4.580 -0.233 -0.377
H 3.682 2.507 1.969
H 4.056 2.156 0.116
H 2.376 4.062 0.233
H 1.103 3.122 1.258
H 0.745 3.365 -1.464
H 2.107 2.032 -1.684
H -2.264 -0.777 0.332
H -4.539 -1.196 2.444
H -3.892 3.398 1.398
C -5.453 7.466 1.718
C -4.489 6.669 0.843
C -3.572 7.555 -0.030
O -4.216 8.119 -1.177
C -4.970 9.292 -0.908
N -5.260 5.720 0.026
H -6.295 7.876 1.154
H -5.878 6.824 2.498
H -4.938 8.295 2.216
H -3.844 6.093 1.517
H -2.770 6.922 -0.427
H -3.081 8.336 0.563
H -4.515 9.906 -0.125
H -5.992 9.023 -0.638
H -5.018 9.883 -1.827
H -4.608 5.126 -0.487
H -5.723 6.261 -0.711
C -0.294 -2.696 -6.799
C -0.177 -3.742 -5.694
C -0.106 -3.134 -4.274
O 1.166 -2.572 -3.937
C 1.375 -1.257 -4.431
N 0.983 -4.602 -5.971
H 0.653 -2.190 -7.004
H -0.610 -3.167 -7.737
H -1.040 -1.936 -6.543
H -1.081 -4.361 -5.740
H -0.268 -3.943 -3.553
H -0.908 -2.407 -4.105
H 0.454 -0.667 -4.441
H 1.814 -1.300 -5.430
H 2.097 -0.760 -3.778
H 1.002 -5.356 -5.284
H 1.823 -4.057 -5.755
*
```

Löwdin atomic charge list, values in e, 2 entries: C -0.19; C -0.50